Density functional theory data (ωB97M-V/def2-TZVPD) for 2 unconnected molecules or ions with the total composition C4H11N2 at a distorted geometry.

Output
E_HOMO in Eh: -0.453
Charge: +1
LUMO level in eV: -7.3
Gap between HOMO and LUMO in eV: 5.0

Last column: natural (NBO) charge in e.
CARTESIAN COORDINATES (ANGSTROEM)
C 2.16 1.44 0.41  -0.71
C 0.87 0.96 -0.23  0.25
C -0.33 1.20 0.46  -0.39
C -1.57 1.53 -0.06  0.38
N -2.74 1.28 0.75  -0.89
N 0.36 -4.13 -1.37  -1.08
H 2.72 0.56 0.69  0.28
H 1.90 2.13 1.28  0.25
H 0.87 0.82 -1.31  0.23
H 0.60 -3.73 -0.48  0.35
H -0.22 1.26 1.57  0.26
H -1.79 1.68 -1.05  0.21
H -2.90 0.28 0.92  0.43
H -2.82 1.72 1.68  0.42
H -0.59 -4.15 -1.54  0.36
H 2.68 2.18 -0.29  0.29
H 0.80 -5.04 -1.43  0.37

Density functional theory data (ωB97M-V/def2-TZVPD) for a gas-phase ion, C4H11N2 (charge +1) at a distorted geometry.

Output
E_HOMO in Eh: -0.520
Charge: +1
LUMO level in eV: -3.4
Gap between HOMO and LUMO in eV: 10.8
SMILES string: C[N+]1(CN)CC1

Last column: natural (NBO) charge in e.
CARTESIAN COORDINATES (ANGSTROEM)
C 0.40 1.45 0.82  -0.46
N 0.22 0.12 0.27  -0.25
C -1.09 -0.43 0.27  -0.06
N -1.79 -0.55 -0.99  -0.83
C 1.29 -0.91 0.26  -0.24
C 1.32 -0.22 -1.02  -0.13
H -0.47 1.74 1.39  0.25
H 1.17 1.79 1.61  0.26
H 0.49 2.15 0.04  0.23
H -1.10 -1.39 0.70  0.21
H -1.65 0.25 0.96  0.20
H -2.25 0.29 -1.22  0.39
H -2.26 -1.39 -1.12  0.40
H 0.80 -1.85 0.03  0.24
H 2.09 -0.90 1.11  0.27
H 1.92 0.71 -1.21  0.25
H 0.91 -0.86 -1.90  0.28

Density functional theory data (ωB97M-V/def2-TZVPD) for a gas-phase ion, C4H11N2 (charge +1) at a distorted geometry.

Output
E_HOMO in Eh: -0.451
Charge: +1
LUMO level in eV: -3.4
Gap between HOMO and LUMO in eV: 8.9
SMILES string: N/C=C/CC[NH3+]

Last column: natural (NBO) charge in e.
CARTESIAN COORDINATES (ANGSTROEM)
N 0.92 -0.65 -2.55  -0.80
C 0.46 -0.63 -1.27  0.05
C 1.06 -0.26 -0.13  -0.39
C 0.45 -0.48 1.23  -0.45
C -0.95 0.13 1.39  -0.23
N -1.09 1.40 0.60  -0.70
H 1.77 -0.18 -2.81  0.40
H 0.68 -1.43 -3.13  0.41
H -0.53 -1.09 -1.19  0.18
H 2.11 0.01 -0.16  0.23
H 0.30 -1.55 1.38  0.25
H 1.08 -0.12 2.03  0.24
H -1.77 -0.53 1.09  0.23
H -1.22 0.32 2.43  0.24
H -1.95 1.44 0.06  0.44
H -0.31 1.35 -0.09  0.46
H -1.00 2.27 1.13  0.44

Density functional theory data (ωB97M-V/def2-TZVPD) for 2 unconnected molecules or ions with the total composition C4H11N2.

Output
E_HOMO in Eh: -0.495
Charge: +1
LUMO level in eV: -3.4
Gap between HOMO and LUMO in eV: 10.0

Last column: natural (NBO) charge in e.
CARTESIAN COORDINATES (ANGSTROEM)
C 1.04 2.37 -0.11  -0.42
N -0.27 1.90 0.45  -0.71
H 1.19 3.41 0.15  0.23
H 1.81 1.75 0.35  0.23
H 1.04 2.25 -1.19  0.23
H -1.05 2.42 0.05  0.42
H -0.33 2.16 1.44  0.43
H -0.39 0.83 0.35  0.46
C 0.57 -1.57 -0.07  -0.08
C 0.58 -2.89 -0.17  -0.34
C -1.74 -1.20 -0.18  0.03
N -0.60 -0.78 0.18  -0.50
H 1.50 -1.03 -0.14  0.20
H -0.33 -3.45 0.00  0.20
H 1.48 -3.41 -0.46  0.23
H -2.62 -0.60 0.03  0.19
H -1.89 -2.16 -0.66  0.19

Density functional theory data (ωB97M-V/def2-TZVPD) for a gas-phase ion, C4H11N2 (charge +1) at a distorted geometry.

Output
E_HOMO (alpha / beta) in Eh: -0.374 / -0.582
Charge: +1
LUMO level (alpha / beta) in eV: -3.0 / -8.1
<S²>: 2.006
Gap between HOMO and LUMO (alpha / beta) in eV: 7.2 / 7.8
Spin multiplicity: 3

Last column: Löwdin spin population.
CARTESIAN COORDINATES (ANGSTROEM)
C 0.34 1.69 0.69  0.63
C -0.71 0.75 -1.54  0.04
C 0.64 -1.87 0.52  0.01
C 0.31 0.51 -0.23  0.10
N 0.09 1.44 1.89  0.97
N -0.16 -0.64 0.58  0.07
H 0.59 2.66 0.26  0.08
H -1.70 1.00 -1.16  0.00
H -0.31 1.57 -2.13  0.00
H -0.72 -0.15 -2.13  0.00
H 0.26 -2.59 1.24  0.00
H 0.59 -2.31 -0.47  0.00
H 1.68 -1.65 0.76  0.00
H 1.31 0.31 -0.62  0.02
H 0.10 2.19 2.58  0.05
H -1.14 -0.84 0.36  0.00
H -0.14 -0.16 1.55  0.03

Density functional theory data (ωB97M-V/def2-TZVPD) for a gas-phase ion, C4H11N2 (charge +2) at a distorted geometry.

Output
E_HOMO (alpha / beta) in Eh: -0.772 / -0.734
Charge: +2
LUMO level (alpha / beta) in eV: -9.1 / -15.0
<S²>: 0.760
Gap between HOMO and LUMO (alpha / beta) in eV: 11.9 / 4.9
Spin multiplicity: 2

Last column: Löwdin spin population.
CARTESIAN COORDINATES (ANGSTROEM)
C 2.32 -1.17 0.72  0.15
C 1.66 -0.62 -0.53  0.17
C 0.87 0.69 -0.23  0.09
N -0.48 0.39 0.37  0.25
C -1.55 0.56 -0.39  0.00
N -2.82 0.33 -0.11  0.16
H 1.67 -1.41 1.61  0.05
H 3.00 -0.47 1.25  0.02
H 2.82 -2.13 0.49  0.04
H 0.98 -1.39 -0.91  0.01
H 2.38 -0.57 -1.37  0.04
H 0.61 1.19 -1.16  0.01
H 1.35 1.35 0.50  0.01
H -0.73 -0.02 1.27  0.00
H -1.38 0.73 -1.45  0.00
H -3.44 0.59 -0.87  0.00
H -3.26 0.35 0.82  0.00

Density functional theory data (ωB97M-V/def2-TZVPD) for a gas-phase ion, C4H11N2 (charge +2) at a distorted geometry.

Output
E_HOMO (alpha / beta) in Eh: -0.720 / -0.777
Charge: +2
LUMO level (alpha / beta) in eV: -8.3 / -11.9
<S²>: 0.769
Gap between HOMO and LUMO (alpha / beta) in eV: 11.3 / 9.2
Spin multiplicity: 2

Last column: Löwdin spin population.
CARTESIAN COORDINATES (ANGSTROEM)
C -0.12 1.74 -0.57  0.02
C 1.10 0.91 -0.20  0.04
C 0.67 -0.44 0.37  0.38
C 0.15 -1.47 -0.38  0.11
N -0.18 -2.70 0.12  0.37
N -1.16 1.59 0.53  0.02
H -0.65 1.28 -1.53  0.00
H 0.19 2.85 -0.60  0.00
H 1.77 0.73 -1.06  0.02
H 1.81 1.51 0.40  0.00
H 1.01 -0.56 1.40  0.01
H 0.01 -1.20 -1.46  0.00
H -0.69 -2.67 0.96  0.01
H -0.50 -3.48 -0.47  0.01
H -2.17 1.94 0.25  0.00
H -1.27 0.65 0.90  0.01
H -0.90 2.23 1.38  0.00

Density functional theory data (ωB97M-V/def2-TZVPD) for 2 unconnected molecules or ions with the total composition C4H11N2O at a distorted geometry.

Output
E_HOMO (alpha / beta) in Eh: -0.069 / -0.070
Charge: -1
LUMO level (alpha / beta) in eV: 3.7 / 3.7
Gap between HOMO and LUMO (alpha / beta) in eV: 5.6 / 5.6

Last column: natural (NBO) charge in e.
CARTESIAN COORDINATES (ANGSTROEM)
C 0.48 -0.98 -0.99  -0.68
C -1.10 1.07 -1.41  -0.63
C 0.85 1.21 0.41  -0.64
C -0.23 0.24 -0.39  0.07
N 0.37 -2.10 1.90  -1.34
N -1.24 -0.42 0.58  0.15
O -1.66 0.40 1.41  -0.42
H -0.20 -1.73 -1.47  0.21
H 1.21 -0.52 -1.67  0.18
H 0.84 -1.56 -0.08  0.30
H -1.65 0.43 -2.09  0.20
H -0.48 1.72 -1.94  0.19
H -1.77 1.66 -0.77  0.22
H 1.21 0.59 1.25  0.24
H 1.51 1.39 -0.34  0.18
H 0.48 2.16 0.81  0.20
H 1.37 -1.76 1.85  0.27
H 0.00 -1.82 2.93  0.29

Density functional theory data (ωB97M-V/def2-TZVPD) for 2 unconnected molecules or ions with the total composition C4H11N2O at a distorted geometry.

Output
E_HOMO in Eh: -0.117
Charge: -1
LUMO level in eV: 4.4
Gap between HOMO and LUMO in eV: 7.6

Last column: natural (NBO) charge in e.
CARTESIAN COORDINATES (ANGSTROEM)
C 0.31 0.28 -1.16  -0.24
N -0.80 1.13 -1.02  -0.85
C -1.97 -0.15 -0.03  0.20
O -1.71 -0.96 0.95  -0.79
C 1.39 0.28 -0.02  -0.05
C 2.06 -1.05 0.21  -0.61
N 0.66 0.57 1.21  -0.91
H 0.99 0.41 -2.06  0.14
H 0.00 -0.81 -1.31  0.13
H -1.07 1.47 -1.91  0.33
H -2.21 -0.66 -1.19  0.06
H -2.77 0.61 0.30  0.10
H 2.20 1.07 -0.18  0.15
H 1.39 -1.63 0.79  0.22
H 2.40 -1.52 -0.71  0.18
H 2.94 -0.92 0.90  0.19
H -0.30 0.05 1.24  0.41
H 0.48 1.57 1.14  0.35

Density functional theory data (ωB97M-V/def2-TZVPD) for 2 unconnected molecules or ions with the total composition C4H11N2O.

Output
E_HOMO in Eh: -0.121
Charge: -1
LUMO level in eV: 4.0
Gap between HOMO and LUMO in eV: 7.3

Last column: natural (NBO) charge in e.
CARTESIAN COORDINATES (ANGSTROEM)
C -1.19 -2.61 1.02  -0.62
C -0.87 -1.17 0.74  -0.35
C -0.33 -0.38 1.68  0.02
N 0.13 0.91 1.52  -0.88
H -1.19 -2.81 2.10  0.19
H -2.19 -2.89 0.66  0.19
H -0.48 -3.32 0.57  0.18
H -1.06 -0.76 -0.24  0.22
H -0.13 -0.81 2.66  0.14
H -0.11 1.52 2.29  0.34
H 0.01 1.31 0.51  0.45
N 1.84 2.03 -2.24  -0.90
C 0.67 1.14 -1.94  0.12
O -0.17 1.61 -1.00  -0.94
H 1.40 2.95 -2.35  0.33
H 2.38 2.11 -1.38  0.33
H 0.18 1.02 -2.93  0.08
H 1.12 0.16 -1.67  0.08

Density functional theory data (ωB97M-V/def2-TZVPD) for a gas-phase ion, C4H11N2O (charge -1) at a distorted geometry.

Output
E_HOMO in Eh: -0.069
Charge: -1
LUMO level in eV: 4.0
Gap between HOMO and LUMO in eV: 5.9
SMILES string: CC(C)NN(C)[O-]

Last column: natural (NBO) charge in e.
CARTESIAN COORDINATES (ANGSTROEM)
C 1.82 -1.31 0.27  -0.63
C 0.58 -0.48 0.48  -0.06
C -0.64 -1.27 1.03  -0.64
N 0.25 0.22 -0.76  -0.59
N -1.16 0.91 -0.47  -0.08
C -0.86 2.36 -0.71  -0.43
O -2.16 0.54 -1.39  -0.83
H 1.86 -2.06 -0.49  0.20
H 2.51 -0.64 -0.25  0.22
H 2.13 -1.95 1.15  0.19
H 0.83 0.30 1.15  0.17
H -0.58 -2.35 0.82  0.17
H -1.55 -0.90 0.60  0.27
H -0.70 -1.21 2.13  0.18
H -0.10 -0.29 -1.56  0.36
H -1.68 2.94 -0.33  0.18
H -0.07 2.63 0.09  0.15
H -0.48 2.56 -1.74  0.17

Density functional theory data (ωB97M-V/def2-TZVPD) for 2 unconnected molecules or ions with the total composition C4H11N2O at a distorted geometry.

Output
E_HOMO in Eh: -0.120
Charge: -1
LUMO level in eV: 4.3
Gap between HOMO and LUMO in eV: 7.6

Last column: natural (NBO) charge in e.
CARTESIAN COORDINATES (ANGSTROEM)
C -0.22 -1.95 -1.91  -0.42
N -0.82 -0.71 -2.41  -0.68
C -1.32 0.12 -1.26  0.13
O -0.36 0.40 -0.34  -0.97
H 0.55 -1.76 -1.15  0.19
H 0.24 -2.51 -2.73  0.16
H -1.02 -2.54 -1.43  0.17
H -0.11 -0.16 -2.88  0.33
H -2.17 -0.47 -0.86  0.08
H -1.73 1.02 -1.75  0.09
C 1.00 2.23 1.88  -0.58
C 1.09 1.03 2.52  0.01
N 0.78 -0.20 1.94  -0.86
H 0.62 2.26 0.86  0.24
H 1.30 3.15 2.37  0.17
H 1.49 1.02 3.55  0.15
H 0.26 -0.05 1.04  0.46
H 0.43 -0.88 2.57  0.34

Q: Number 4 is which compound?
A: C4H11N2

Q: What is the charge in the ninth record?
A: -1